[1]
Molecular formula: C44H38Br2IN3O14PS
Method: DFT, the ωB97M-V functional and the def2-TZVPD basis

Each line ends with the Löwdin charge.
Geometry (Å):
C 2.4170 -0.3246 4.3627  0.01
C 1.7693 0.3665 3.0845  -0.40
O 2.1614 1.5309 2.7997  0.05
O 0.8225 -0.2208 2.1997  -0.07
C -0.2580 -0.8908 2.8932  -0.16
C -1.7258 -0.4387 2.3425  -0.10
N -2.4829 0.1007 3.4807  -0.15
C -3.8536 -0.2873 3.6215  -0.40
N -5.0433 0.4597 3.2119  -0.09
P -5.9980 0.8666 4.6875  0.37
S -5.0629 2.1605 5.8060  0.19
N -4.1162 -1.4680 4.2256  -0.36
I -2.6911 -2.7551 4.9840  1.04
C -2.0628 1.3442 4.0753  -0.65
Br -1.4272 1.2425 5.9811  0.60
C -2.0457 2.6354 3.4953  -0.62
C -2.5526 2.8629 2.0053  -0.09
Br -1.3818 4.1861 4.5409  0.68
H 3.4954 0.0244 4.5577  0.11
H 2.3679 -1.4656 4.3651  0.07
H 1.8071 0.0349 5.2742  0.10
H -0.1466 -2.0329 2.7560  0.11
H -0.2582 -0.7332 4.0336  0.09
H -1.6542 0.1934 1.3987  0.10
H -2.2265 -1.4314 2.0202  0.14
H -4.8055 1.3506 2.7516  0.07
H -7.3095 1.3374 4.3704  0.00
H -6.1809 -0.3141 5.5108  0.00
H -5.1003 -1.7820 4.3285  0.08
H -2.2943 3.9590 1.7444  0.09
H -2.0386 2.2321 1.2098  0.06
H -3.7011 2.8099 1.8849  0.09
C 1.0951 -6.2371 2.8455  0.04
C 0.7537 -5.0414 3.3176  0.01
C 1.3986 -4.4726 4.5128  -0.39
O 1.0760 -3.3714 4.9317  0.03
C 2.4442 -5.2814 5.1746  0.03
C 2.7897 -6.4832 4.7051  0.04
C 2.1407 -7.0521 3.5010  -0.37
O 2.4550 -8.1427 3.0690  0.13
H 0.6269 -6.6600 1.9667  0.09
H -0.0091 -4.4334 2.8456  0.10
H 2.9088 -4.8476 6.0514  0.12
H 3.5530 -7.0902 5.1760  0.13
C 0.7963 -1.0325 -1.9510  0.00
C 0.1944 -0.3067 -1.0087  0.04
C -1.1082 0.3445 -1.2592  -0.36
O -1.6596 1.0092 -0.3966  0.04
C -1.7175 0.1599 -2.5938  0.02
C -1.1156 -0.5660 -3.5371  0.03
C 0.1861 -1.2181 -3.2866  -0.40
O 0.7393 -1.8860 -4.1437  0.10
H 1.7512 -1.5164 -1.7846  0.12
H 0.6278 -0.1622 -0.0256  0.11
H -2.6721 0.6434 -2.7592  0.13
H -1.5482 -0.7109 -4.5193  0.13
C 2.9004 4.4411 -3.4982  0.05
C 1.6182 4.1143 -3.3265  0.03
C 1.1739 2.7052 -3.3758  -0.33
O -0.0004 2.4064 -3.2204  0.09
C 2.2045 1.6736 -3.6210  0.05
C 3.4849 2.0006 -3.7923  -0.04
C 3.9299 3.4097 -3.7429  -0.39
O 5.1001 3.7076 -3.8969  0.11
H 3.2438 5.4676 -3.4660  0.13
H 0.8518 4.8569 -3.1454  0.08
H 1.8633 0.6480 -3.6537  0.10
H 4.2516 1.2572 -3.9732  0.14
C -3.4053 7.2584 -5.3390  0.03
C -2.2257 7.1503 -4.7263  0.03
C -1.5939 5.8324 -4.5076  -0.35
O -0.5172 5.7316 -3.9462  0.07
C -2.3174 4.6392 -4.9947  0.03
C -3.4969 4.7468 -5.6074  0.03
C -4.1298 6.0650 -5.8266  -0.38
O -5.2041 6.1641 -6.3867  0.12
H -3.8832 8.2153 -5.5071  0.13
H -1.6816 8.0137 -4.3639  0.12
H -1.8386 3.6823 -4.8260  0.11
H -4.0407 3.8832 -5.9698  0.12
C -2.0909 -6.4637 -2.9193  0.03
C -1.8571 -6.7350 -1.6334  0.02
C -0.8831 -5.9459 -0.8513  -0.37
O -0.6622 -6.1815 0.3229  0.08
C -0.1806 -4.8489 -1.5438  0.02
C -0.4121 -4.5745 -2.8253  0.04
C -1.3868 -5.3607 -3.6129  -0.37
O -1.6021 -5.1108 -4.7822  0.13
H -2.8005 -7.0301 -3.5095  0.13
H -2.3643 -7.5357 -1.1094  0.12
H 0.5279 -4.2818 -0.9522  0.12
H 0.0976 -3.7685 -3.3389  0.09
C 5.9546 2.5042 -1.0877  0.06
C 4.9758 1.7996 -1.6565  0.02
C 4.2144 0.7891 -0.8920  -0.33
O 3.3202 0.1427 -1.4117  0.08
C 4.5788 0.5911 0.5267  0.02
C 5.5573 1.2951 1.0958  0.03
C 6.3189 2.3059 0.3317  -0.37
O 7.2100 2.9498 0.8504  0.12
H 6.5229 3.2475 -1.6327  0.13
H 4.6965 1.9332 -2.6942  0.03
H 4.0105 -0.1522 1.0714  0.11
H 5.8371 1.1617 2.1334  0.12

Cartesian forces, eV/Å:
C -0.85 -0.44 0.48
C 2.12 4.11 -0.75
O -1.62 -4.54 0.76
O 0.38 0.23 2.53
C -0.97 -1.31 0.42
C 1.67 -2.40 -0.69
N -2.15 1.17 -0.16
C -0.77 -0.34 0.24
N 1.78 -1.15 1.95
P 0.58 1.58 2.06
S -0.47 -0.53 -0.76
N 0.19 1.26 -0.81
I -0.29 0.49 -0.20
C 0.29 3.23 0.20
Br -0.59 -0.59 -1.65
C -0.44 -2.63 0.08
C 0.28 1.66 0.17
Br -0.82 -1.61 -1.46
H -1.80 -0.33 -0.80
H -0.02 1.63 -0.15
H 0.84 -0.55 -1.39
H -0.10 1.82 0.06
H 0.27 0.02 -1.76
H -0.14 -0.42 1.58
H 0.50 1.61 0.54
H 0.15 -0.48 0.23
H 0.58 -0.74 -0.63
H -0.06 0.24 -1.39
H 1.00 0.31 -0.42
H -0.46 -1.77 0.39
H -0.70 0.63 1.39
H 1.77 -0.07 0.40
C -0.18 -0.02 -0.20
C -0.06 -0.09 -0.11
C -0.01 0.06 0.00
O -0.09 -0.09 0.07
C 0.17 -0.21 0.02
C 0.04 0.30 0.25
C 0.19 -0.42 -0.07
O -0.11 0.36 0.14
H 0.04 0.01 0.05
H -0.01 -0.03 -0.05
H -0.02 0.01 -0.01
H -0.02 -0.01 -0.03
C -0.12 -0.18 0.23
C 0.09 -0.10 0.04
C 0.22 0.03 -0.32
O -0.10 -0.11 -0.26
C -0.08 -0.25 -0.20
C -0.36 0.08 0.13
C 0.14 -0.07 -0.27
O -0.17 0.33 0.28
H -0.07 0.09 -0.04
H 0.02 0.05 -0.09
H 0.03 0.04 0.01
H 0.04 -0.01 0.00
C -0.23 -0.12 0.01
C 0.33 0.23 0.34
C -0.06 0.01 0.06
O 0.34 0.07 -0.03
C 0.03 -0.03 -0.23
C -1.40 -0.22 -1.33
C 0.20 0.92 -0.66
O -0.31 -0.11 -0.02
H 0.04 -0.03 0.02
H 0.39 -0.39 0.06
H 0.12 0.08 -0.06
H -0.37 -0.08 -0.67
C 0.26 0.17 0.16
C -0.19 0.18 -0.08
C 0.17 0.04 0.09
O -0.87 0.50 -0.39
C -0.19 -0.22 -0.13
C 0.26 -0.19 0.13
C -0.47 0.05 -0.26
O 0.30 -0.04 0.18
H -0.02 -0.03 -0.02
H 0.02 -0.04 0.00
H 0.06 0.03 0.06
H -0.02 0.04 -0.02
C -0.06 -0.19 0.31
C -0.15 -0.07 -0.24
C 0.08 0.00 0.11
O -0.19 0.02 -0.09
C 0.04 0.15 -0.10
C 0.18 0.17 0.12
C -0.09 0.05 -0.50
O 0.03 -0.06 0.38
H 0.02 0.02 -0.02
H 0.04 0.01 0.01
H 0.02 -0.03 0.02
H -0.04 -0.22 -0.08
C -0.18 -0.06 -0.22
C 0.59 -0.01 0.66
C 0.02 0.02 0.03
O 0.31 -0.07 0.24
C 0.13 0.06 0.22
C -0.26 -0.29 0.06
C 0.41 0.33 0.21
O -0.28 -0.22 -0.13
H -0.01 0.02 -0.03
H 1.26 -0.35 1.84
H -0.02 0.00 -0.03
H 0.02 0.04 -0.02

- Total energy: -9101.74000 Eh
- Kohn-Sham gap: 6.92 eV
- Total charge: +1
- Spin multiplicity: 1

[2]
Molecular formula: C28H44N5NiO5Si2Te
Method: DFT, the ωB97M-V functional and the def2-TZVPD basis

Each line ends with the Löwdin charge.
Geometry (Å):
Ni -0.8286 0.7163 1.0760  0.47
C -2.5624 -1.9680 1.5210  -0.18
N -1.6107 -0.9888 2.0091  -0.04
C -1.2598 -1.0375 3.2459  -0.09
C -0.2950 -0.1162 3.7349  -0.33
C 0.2856 0.0630 4.9912  -0.07
C 1.1793 1.1286 4.8393  -0.12
C 1.0896 1.5328 3.5009  -0.16
N 0.2050 0.7848 2.8313  0.00
C -2.0877 -3.4023 1.5896  -0.21
C -0.7423 -3.7297 1.7066  -0.06
C -0.3318 -5.0555 1.7069  -0.08
C -1.2628 -6.0775 1.5960  -0.11
C -2.6116 -5.7617 1.4948  -0.10
C -3.0167 -4.4360 1.4974  -0.05
H -2.7816 -1.7167 0.4817  0.09
H -3.5219 -1.8766 2.0404  0.12
H -1.6773 -1.7899 3.9203  0.14
H 0.0760 -0.5057 5.8842  0.09
H 1.8168 1.5630 5.5937  0.07
H 1.6343 2.3223 3.0085  0.09
H -0.0210 -2.9305 1.8156  0.09
H 0.7218 -5.2908 1.8022  0.10
H -0.9419 -7.1116 1.6009  0.09
H -3.3502 -6.5506 1.4225  0.10
H -4.0714 -4.1939 1.4245  0.11
C 4.7739 -0.4565 -0.7728  -0.17
Si 3.8926 -2.1067 -0.7564  0.38
C 3.4894 -2.6743 -2.4939  -0.20
C 4.9706 -3.4127 0.0507  -0.19
C 2.3249 -1.9243 0.2476  -0.55
Te 0.8966 -0.6485 -0.6776  1.42
C -0.3105 -2.1182 -1.6365  -0.56
Si -1.6538 -1.2823 -2.6480  0.38
C -2.5829 -0.0684 -1.5693  -0.18
C -2.8312 -2.5757 -3.3161  -0.18
C -0.8520 -0.4031 -4.0900  -0.19
H 5.3266 -0.3105 -1.7039  0.03
H 5.4836 -0.3871 0.0544  0.03
H 4.0692 0.3710 -0.6668  0.01
H 4.4067 -2.7079 -3.0883  0.03
H 2.7957 -1.9961 -2.9947  0.01
H 3.0502 -3.6744 -2.4976  0.03
H 5.9128 -3.5385 -0.4887  0.03
H 4.4640 -4.3805 0.0665  0.03
H 5.2111 -3.1430 1.0809  0.03
H 2.5322 -1.4469 1.2095  0.02
H 1.8289 -2.8752 0.4455  0.00
H -0.7127 -2.7803 -0.8689  -0.01
H 0.3373 -2.6941 -2.3039  0.00
H -3.5474 -0.4628 -1.2351  0.04
H -2.7626 0.8850 -2.0677  0.04
H -2.0962 0.1999 -0.6206  -0.04
H -3.2928 -3.1451 -2.5066  0.03
H -2.3180 -3.2804 -3.9743  0.03
H -3.6331 -2.1028 -3.8880  0.03
H -0.1488 0.3646 -3.7605  0.02
H -1.6134 0.0865 -4.7019  0.03
H -0.3060 -1.1060 -4.7243  0.03
O -3.8445 0.6890 1.1991  -0.13
N -3.4888 1.6788 1.8232  -0.20
O -2.2382 1.9186 1.8054  -0.22
C -0.6946 5.2173 1.7831  -0.07
C -1.0390 5.5908 0.3489  -0.16
C -0.3277 4.7303 -0.7202  -0.31
C -0.7302 5.2056 -2.1229  -0.18
C -0.1536 4.3491 -3.2392  -0.07
C 1.1662 4.9169 -0.5701  -0.44
O 1.7348 5.9620 -0.8273  0.08
N 1.8570 3.8246 -0.1380  0.22
C 1.3322 2.5619 0.1810  -0.58
O 2.1421 1.7028 0.5156  -0.08
N -0.0035 2.3589 0.0932  0.08
C -0.8056 3.2906 -0.5000  -0.45
O -1.9484 3.0246 -0.8335  0.06
H -1.2528 5.8419 2.4821  0.07
H 0.3683 5.3576 1.9970  0.08
H -0.9529 4.1791 2.0046  0.06
H -0.7908 6.6349 0.1406  0.12
H -2.1092 5.4561 0.1783  0.12
H -0.3859 6.2369 -2.2216  0.12
H -1.8199 5.2012 -2.1633  0.12
H 0.9386 4.3276 -3.2025  0.08
H -0.4352 4.7406 -4.2182  0.07
H -0.5164 3.3213 -3.1773  0.07
H 2.8595 3.9047 -0.0569  0.16

Cartesian forces, eV/Å:
Ni 0.17 0.10 0.39
C -0.11 0.08 -0.04
N -0.01 -0.06 -0.08
C 0.06 0.03 0.05
C -0.13 -0.10 -0.15
C 0.09 0.10 0.01
C -0.02 -0.05 0.06
C -0.07 -0.01 -0.08
N 0.15 -0.01 0.07
C -0.02 -0.05 0.01
C 0.01 0.05 0.04
C 0.03 -0.05 0.00
C 0.00 0.00 0.01
C 0.01 -0.01 0.01
C -0.02 0.00 -0.07
H -0.01 -0.05 0.02
H 0.04 0.03 0.05
H 0.00 0.01 -0.01
H 0.00 -0.01 0.01
H 0.00 0.00 0.01
H 0.03 0.03 -0.02
H 0.06 -0.01 -0.03
H -0.01 0.01 -0.01
H 0.00 0.00 0.00
H 0.00 0.00 0.00
H 0.00 0.00 0.00
C 0.06 0.04 -0.07
Si -0.11 0.09 0.07
C 0.05 0.00 -0.10
C 0.07 -0.05 -0.01
C -0.01 -0.13 0.20
Te -0.11 0.41 -0.23
C 0.22 -0.28 -0.08
Si -0.02 0.15 0.28
C -0.16 0.00 0.14
C -0.03 -0.08 -0.03
C 0.05 0.04 -0.08
H 0.03 0.00 0.02
H 0.00 0.00 0.02
H -0.05 -0.01 -0.01
H -0.02 -0.04 -0.02
H 0.00 0.03 0.03
H -0.01 -0.01 0.01
H 0.01 0.00 0.00
H 0.00 -0.01 0.00
H -0.01 0.01 0.01
H -0.01 -0.03 0.01
H -0.01 -0.04 0.01
H -0.07 -0.07 -0.04
H -0.04 -0.08 0.05
H -0.01 0.04 -0.16
H -0.04 0.00 0.01
H -0.02 -0.08 -0.38
H 0.01 0.00 0.03
H 0.00 -0.01 -0.01
H -0.01 0.01 -0.01
H -0.01 0.00 0.04
H 0.00 0.00 -0.02
H 0.00 0.00 -0.02
O -0.03 -0.08 0.02
N 0.07 0.03 -0.11
O -0.15 0.18 0.31
C 0.02 -0.05 0.14
C -0.03 0.02 -0.12
C 0.07 -0.04 0.08
C -0.06 0.07 0.10
C 0.05 -0.06 -0.10
C -0.01 0.05 -0.05
O -0.02 -0.02 0.05
N 0.01 0.00 -0.05
C -0.17 0.01 0.03
O 0.05 -0.02 0.05
N 0.39 -0.11 -0.04
C -0.38 0.03 -0.15
O 0.16 -0.01 -0.02
H 0.01 0.02 -0.01
H 0.01 0.02 -0.03
H -0.03 0.02 -0.04
H 0.02 0.00 0.05
H 0.00 0.02 0.01
H -0.02 0.00 -0.02
H 0.01 -0.03 -0.03
H 0.00 0.01 0.02
H -0.02 0.01 0.01
H -0.01 0.01 0.03
H 0.01 0.00 0.01

- Total energy: -4098.83002 Eh
- Kohn-Sham gap (spin up / spin down): 6.92 / 6.90 eV
- <S²>: 2.006
- Total charge: -1
- Energy relative to the best compared isomer or geometry (same formula, charge and spin): 118.30 kJ/mol
- Spin multiplicity: 3

[3]
Molecular formula: C19H18IN3O3PbS
Method: DFT, the ωB97M-V functional and the def2-TZVPD basis

Each line ends with the natural charge from an NBO analysis.
Geometry (Å):
C 2.0670 3.6708 0.9143  -1.07
C 3.4812 0.9177 0.2252  -1.05
H 1.6886 4.3088 0.0931  0.24
H 3.2892 3.4479 0.7949  0.18
H 1.7513 4.0631 1.9021  0.27
H 3.6462 0.6065 -0.8079  0.25
H 3.7515 2.0582 0.2623  0.22
H 3.8618 0.3657 1.0966  0.28
C -2.2885 1.5178 -0.9602  0.06
C -3.6206 1.2456 -1.3290  -0.25
C -3.8916 -0.0022 -1.8952  -0.17
C -2.8461 -0.9249 -1.9986  -0.23
H -2.0317 2.4428 -0.4422  0.22
H -4.3760 2.0020 -1.1551  0.23
H -4.8904 -0.2776 -2.2428  0.22
H -3.0032 -1.9267 -2.3782  0.21
N -1.2755 0.6907 -1.1496  -0.42
C -1.5371 -0.5439 -1.5857  0.18
C -0.4084 -1.5131 -1.5727  0.18
N 0.7381 -1.1399 -0.9734  -0.42
C 1.6755 -2.0678 -0.7664  0.05
C 0.4683 -3.7328 -2.0161  -0.17
C 1.6063 -3.3713 -1.2959  -0.25
H 2.5326 -1.7794 -0.1525  0.20
H 2.4344 -4.0515 -1.1332  0.23
C -0.5595 -2.8008 -2.1370  -0.22
H -1.4883 -3.0250 -2.6565  0.21
H 0.3602 -4.7140 -2.4738  0.22
Pb 1.5094 1.5928 0.5601  1.78
I -0.7387 3.0608 1.9361  -0.46
O 2.3466 1.4723 3.8391  -0.92
S 2.0877 0.0681 3.5222  2.29
O 3.1763 -0.8169 3.3367  -0.93
N 1.0361 -0.0065 2.2144  -1.02
C -0.2173 -0.5728 2.4220  0.67
O -1.0934 -0.7050 1.5526  -0.59
C -0.2991 -0.9055 3.8988  -0.13
C -1.4302 -1.3674 4.5967  -0.16
C -1.3173 -1.5370 5.9842  -0.20
C -0.1390 -1.2224 6.6535  -0.20
C 0.9590 -0.7347 5.9634  -0.20
C 0.8653 -0.5964 4.5897  -0.25
H -2.3471 -1.5758 4.0347  0.24
H -2.1782 -1.9059 6.5261  0.22
H -0.0844 -1.3553 7.7298  0.22
H 1.8765 -0.4447 6.4402  0.23

Cartesian forces, eV/Å:
C 3.68 0.50 -0.68
C 1.25 2.03 -1.04
H 0.34 -0.30 0.45
H -3.09 1.77 0.59
H 0.53 -0.56 -0.76
H 0.34 -0.55 0.50
H 0.64 -2.64 -0.06
H -0.15 -0.06 -0.65
C -0.76 0.34 -0.13
C 0.82 -0.41 0.03
C 0.39 0.00 0.05
C 0.92 0.62 0.42
H -0.19 -0.07 -0.36
H -0.02 -0.15 -0.06
H 0.30 0.14 0.20
H -0.24 0.21 0.08
N 0.11 -0.34 0.38
C -0.95 0.17 -0.49
C 0.58 -0.75 -0.35
N -0.29 -0.34 0.44
C -0.16 -0.49 -0.61
C -0.05 0.42 0.06
C -0.23 0.61 0.22
H -0.18 0.05 -0.27
H -0.15 -0.01 -0.01
C 0.16 0.63 0.36
H 0.41 -0.20 0.10
H 0.11 0.16 0.15
Pb -3.19 -0.57 1.87
I -1.22 -0.59 0.01
O 0.13 -1.36 -0.53
S -3.00 1.64 -0.49
O 1.30 -0.66 -0.12
N 0.68 0.45 -0.70
C -0.24 0.41 -0.78
O 1.70 0.10 2.00
C -0.91 -0.21 0.14
C 0.79 0.12 -0.24
C -0.26 0.05 -0.77
C -0.07 -0.08 0.19
C 0.05 -0.01 -0.47
C -0.48 -0.20 0.67
H 0.36 0.06 0.34
H 0.06 0.02 0.12
H -0.01 0.05 -0.13
H 0.17 -0.02 0.37

- Total energy: -2013.40279 Eh
- Kohn-Sham gap (spin up / spin down): 5.90 / 5.90 eV
- Energy relative to the best compared isomer or geometry (same formula, charge and spin): 261.43 kJ/mol
- Spin multiplicity: 1